# 1
{"formula": "C4H6N2", "method": "wB97M-V/def2-TZVPD", "symbols": ["C", "C", "C", "N", "N", "C", "H", "H", "H", "H", "H", "H"], "xyz": [[-1.814941, -0.463366, 0.014555], [-0.399526, 0.032071, -0.030318], [0.739125, -0.726993, -0.167809], [1.827743, 0.073769, -0.050097], [1.378316, 1.390720, -0.044346], [-0.009155, 1.406311, 0.044347], [-2.440184, 0.069539, -0.709992], [-1.873601, -1.535117, -0.205506], [-2.259757, -0.298842, 1.003275], [0.862510, -1.792608, -0.342906], [2.771367, -0.133765, -0.351828], [1.218104, 1.978281, 0.840628]], "forces_ev_per_a": [[-0.1, -0.1, 0.0], [-0.1, -0.1, -0.2], [0.1, 0.2, 0.1], [-0.1, -0.1, 0.3], [-1.0, 0.8, 0.4], [-0.5, -0.7, -0.7], [0.1, -0.1, 0.1], [0.0, 0.2, 0.0], [0.1, 0.0, -0.2], [0.0, 0.3, 0.0], [-0.3, 0.1, 0.0], [1.6, -0.4, 0.0]], "nbo_charge": [-0.620, -0.224, 0.025, -0.393, -0.458, -0.055, 0.226, 0.206, 0.221, 0.220, 0.408, 0.445], "e_tot_ha": -265.39893, "homo_energy_ha": -0.30835, "lumo_energy_ev": 0.9, "largest_force_ha_per_bohr": 0.03257}

# 2
{"formula": "C4H6N2", "method": "wB97M-V/def2-TZVPD", "symbols": ["C", "C", "C", "C", "N", "N", "H", "H", "H", "H", "H", "H"], "xyz": [[-0.465856, 1.416745, -0.028795], [0.741889, 1.172163, 0.023327], [-1.514005, 0.431620, -0.095206], [1.586860, 0.082349, 0.167887], [-0.823545, -0.835543, 0.294962], [0.404899, -1.072168, -0.263208], [-2.302155, 0.565231, 0.643928], [-1.677256, 0.306748, -1.159774], [2.370723, -0.006971, -0.663851], [1.941894, -0.187331, 1.060348], [-0.491578, -0.835603, 1.279364], [0.228125, -1.037245, -1.258980]], "forces_ev_per_a": [[2.6, 1.2, 0.7], [-2.3, 2.3, 0.2], [0.5, -0.8, 0.3], [-0.7, -1.3, -6.1], [1.0, -0.7, 1.7], [1.3, -0.2, 0.0], [-0.5, 0.0, -0.8], [-1.4, 0.0, 0.0], [-1.0, -0.1, 1.3], [1.4, -0.9, 3.5], [-1.6, 0.2, -0.3], [0.7, 0.2, -0.4]], "nbo_charge": [-0.088, -0.048, -0.312, -0.312, -0.393, -0.408, 0.230, 0.219, 0.219, 0.206, 0.348, 0.338], "e_tot_ha": -265.32651, "smiles": "C1#CCNNC1", "homo_energy_ha": -0.32549, "lumo_energy_ev": 0.8, "largest_force_ha_per_bohr": 0.12268}

# 3
{"formula": "C4H6N2", "method": "wB97M-V/def2-TZVPD", "symbols": ["C", "C", "C", "C", "N", "N", "H", "H", "H", "H", "H", "H"], "xyz": [[0.818581, -0.591046, 0.185745], [-1.340240, -0.007274, -2.728106], [0.236757, 0.638749, 0.808152], [-0.695386, -0.613161, 0.630852], [-1.489502, -0.268570, -1.561592], [-1.620805, -0.732491, -0.434460], [1.054268, -0.515716, -0.844686], [1.433975, -1.221405, 0.775057], [-1.876939, 0.832776, -3.208908], [0.215117, 1.606524, 0.331062], [0.415401, 0.629379, 1.825473], [-1.005408, -0.961390, 1.626057]], "forces_ev_per_a": [[-1.7, 0.2, 1.6], [-0.7, 0.3, -0.1], [-0.5, -1.5, -0.9], [2.3, 2.4, -1.5], [0.6, 0.0, 1.4], [-1.4, -0.6, -0.7], [-0.2, -0.3, -0.9], [0.8, -0.3, 0.3], [0.6, -0.4, 0.4], [-0.4, -0.2, -0.3], [0.6, 0.8, 2.0], [0.0, -0.5, -1.1]], "nbo_charge": [-0.410, -0.115, -0.430, -0.083, -0.027, -0.244, 0.225, 0.214, 0.210, 0.226, 0.205, 0.228], "e_tot_ha": -265.35719, "homo_energy_ha": -0.30164, "lumo_energy_ev": 1.0, "largest_force_ha_per_bohr": 0.07136}

# 4
{"formula": "C4H6N2", "method": "wB97M-V/def2-TZVPD", "symbols": ["C", "C", "C", "N", "C", "N", "H", "H", "H", "H", "H", "H"], "xyz": [[1.755795, -0.768814, -0.404596], [0.548795, -0.009444, -0.781862], [-0.618174, -0.403501, 0.031937], [-1.724744, 0.558212, 0.111299], [-1.411712, 1.751819, 0.657047], [-1.159324, 2.766389, 1.163461], [2.372141, -1.040269, -1.267539], [1.664807, -1.609579, 0.303714], [2.333297, 0.030215, 0.099179], [-0.977905, -1.276250, -0.546682], [-0.416773, -0.789130, 1.044513], [-2.228834, 0.669603, -0.759486]], "forces_ev_per_a": [[-0.1, -0.1, -0.1], [0.0, -0.3, 0.3], [0.2, 0.0, 0.0], [0.0, 0.2, -0.1], [0.2, 0.8, 0.4], [-0.2, -1.0, -0.4], [-0.1, 0.1, 0.1], [-0.1, 0.1, -0.1], [-0.1, 0.0, 0.0], [0.1, 0.0, 0.1], [0.1, 0.1, -0.1], [0.0, 0.0, 0.0]], "nbo_charge": [-0.789, 0.180, -0.400, -0.644, 0.409, -0.374, 0.253, 0.190, 0.291, 0.264, 0.212, 0.408], "e_tot_ha": -265.37561, "homo_energy_ha": -0.33396, "lumo_energy_ev": -0.3, "largest_force_ha_per_bohr": 0.02168}

# 5
{"formula": "C4H6N2", "method": "wB97M-V/def2-TZVPD", "symbols": ["C", "C", "C", "N", "N", "C", "H", "H", "H", "H", "H", "H"], "xyz": [[1.285522, 0.772372, -1.034804], [0.150617, 0.211960, -0.152600], [-1.152332, 0.548290, 0.189072], [-1.623338, -0.446174, 1.075489], [-0.716015, -1.417657, 1.264100], [0.348953, -1.065118, 0.596231], [1.732343, -0.092160, -1.541001], [1.088242, 1.507535, -1.833793], [2.085197, 1.208072, -0.421229], [-1.834268, 1.389041, 0.006972], [-2.555090, -0.855046, 1.097155], [1.190168, -1.761116, 0.754408]], "forces_ev_per_a": [[-0.2, -0.2, 0.3], [0.1, -1.1, 0.7], [0.0, -0.9, 0.5], [0.1, 0.2, -1.0], [0.2, 0.2, -0.2], [0.0, 0.7, -0.2], [0.0, 0.2, 0.1], [-0.6, -0.3, 0.6], [-0.2, -0.1, 0.0], [0.7, -0.4, -0.3], [0.0, 1.0, 0.1], [-0.1, 0.9, -0.7]], "nbo_charge": [-0.633, -0.118, -0.074, -0.372, -0.253, -0.060, 0.222, 0.225, 0.221, 0.224, 0.404, 0.213], "e_tot_ha": -265.49193, "smiles": "Cc1cn[nH]c1", "homo_energy_ha": -0.33856, "lumo_energy_ev": 1.1, "largest_force_ha_per_bohr": 0.02582}

# 6
{"formula": "C4H6N2", "method": "wB97M-V/def2-TZVPD", "symbols": ["N", "C", "C", "C", "C", "N", "H", "H", "H", "H", "H", "H"], "xyz": [[-0.442852, 0.422215, -1.345687], [-0.272094, -0.789471, -1.261722], [0.229084, -1.389977, 0.029673], [0.566538, -0.393524, 1.106243], [-0.702221, 1.656955, -1.504226], [0.041040, -0.468607, 2.258398], [-0.539392, -2.074233, 0.404776], [1.102074, -2.009049, -0.211791], [1.267542, 0.400815, 0.810276], [-1.689488, 2.027356, -1.249667], [0.063119, 2.323598, -1.886743], [0.376650, 0.293922, 2.850470]], "forces_ev_per_a": [[0.0, -0.3, 0.0], [-0.1, 0.6, 0.1], [0.0, -0.1, 0.1], [-0.1, -0.1, 0.1], [0.0, -0.1, 0.0], [0.2, 0.2, -0.3], [0.1, 0.1, -0.1], [-0.1, 0.1, 0.0], [-0.1, -0.1, 0.1], [0.1, 0.0, -0.1], [-0.1, -0.1, 0.0], [0.0, -0.1, 0.0]], "nbo_charge": [-0.304, 0.188, -0.558, 0.133, -0.243, -0.604, 0.259, 0.248, 0.151, 0.199, 0.196, 0.336], "e_tot_ha": -265.41876, "homo_energy_ha": -0.29905, "lumo_energy_ev": 0.9, "largest_force_ha_per_bohr": 0.01133}

# 7
{"formula": "C4H6N2", "method": "wB97M-V/def2-TZVPD", "symbols": ["N", "C", "C", "N", "C", "C", "H", "H", "H", "H", "H", "H"], "xyz": [[0.666716, 0.855104, 1.775896], [0.203838, 0.265755, 0.576967], [0.946957, -0.033677, -0.539749], [0.084235, -0.489451, -1.512093], [-1.190655, -0.491888, -1.024496], [-1.156498, -0.036773, 0.270995], [1.665702, 1.018336, 1.743464], [0.454090, 0.294641, 2.592787], [2.012824, 0.021115, -0.708569], [0.342023, -0.683161, -2.465179], [-2.023151, -0.801187, -1.641723], [-2.006082, 0.081186, 0.931700]], "forces_ev_per_a": [[0.1, -0.1, 0.0], [0.0, -0.1, -0.2], [0.0, 0.0, 0.1], [-0.1, 0.0, 0.0], [0.0, 0.0, 0.0], [0.0, 0.0, 0.0], [-0.1, 0.0, 0.1], [0.0, 0.1, -0.1], [-0.1, 0.1, 0.0], [-0.1, 0.0, 0.2], [0.1, 0.0, 0.1], [0.1, 0.0, -0.1]], "nbo_charge": [-0.812, 0.079, -0.145, -0.507, -0.057, -0.336, 0.365, 0.367, 0.205, 0.410, 0.209, 0.222], "e_tot_ha": -265.52067, "smiles": "Nc1cc[nH]c1", "homo_energy_ha": -0.28230, "lumo_energy_ev": 1.1, "largest_force_ha_per_bohr": 0.00456}

# 8
{"formula": "C4H6N2", "method": "wB97M-V/def2-TZVPD", "symbols": ["N", "C", "C", "N", "C", "C", "H", "H", "H", "H", "H", "H"], "xyz": [[-0.091840, 0.118672, -2.016355], [-0.280855, 1.056403, -1.281646], [-0.517204, 1.616341, -0.075181], [-0.449122, -0.259901, 0.975302], [0.919198, -0.832409, 0.858209], [-0.284941, -1.290268, 0.164888], [0.284193, 2.157896, 0.419841], [-1.529562, 1.935780, 0.152393], [1.341797, -1.282309, 1.760128], [1.634794, -0.276494, 0.254178], [-0.090725, -0.793570, -1.249589], [-0.935732, -2.150143, 0.037832]], "forces_ev_per_a": [[-0.1, 0.5, 0.5], [0.1, -0.6, -0.1], [0.0, 0.1, -0.2], [0.0, -0.3, -0.3], [0.3, 0.1, 0.0], [-0.2, 0.2, 0.4], [-0.1, -0.2, -0.1], [0.1, -0.1, 0.0], [-0.2, 0.1, -0.2], [0.0, 0.0, 0.1], [-0.1, 0.0, 0.0], [0.1, 0.1, 0.0]], "nbo_charge": [-0.508, 0.333, -0.448, -0.292, -0.285, -0.207, 0.245, 0.249, 0.192, 0.179, 0.306, 0.236], "e_tot_ha": -265.34906, "smiles": "C1=NC1.C=C=N", "homo_energy_ha": -0.34213, "lumo_energy_ev": 0.7, "largest_force_ha_per_bohr": 0.01432}

What did the seventh record say?
{"formula": "C4H6N2", "method": "wB97M-V/def2-TZVPD", "symbols": ["N", "C", "C", "N", "C", "C", "H", "H", "H", "H", "H", "H"], "xyz": [[0.666716, 0.855104, 1.775896], [0.203838, 0.265755, 0.576967], [0.946957, -0.033677, -0.539749], [0.084235, -0.489451, -1.512093], [-1.190655, -0.491888, -1.024496], [-1.156498, -0.036773, 0.270995], [1.665702, 1.018336, 1.743464], [0.454090, 0.294641, 2.592787], [2.012824, 0.021115, -0.708569], [0.342023, -0.683161, -2.465179], [-2.023151, -0.801187, -1.641723], [-2.006082, 0.081186, 0.931700]], "forces_ev_per_a": [[0.1, -0.1, 0.0], [0.0, -0.1, -0.2], [0.0, 0.0, 0.1], [-0.1, 0.0, 0.0], [0.0, 0.0, 0.0], [0.0, 0.0, 0.0], [-0.1, 0.0, 0.1], [0.0, 0.1, -0.1], [-0.1, 0.1, 0.0], [-0.1, 0.0, 0.2], [0.1, 0.0, 0.1], [0.1, 0.0, -0.1]], "nbo_charge": [-0.812, 0.079, -0.145, -0.507, -0.057, -0.336, 0.365, 0.367, 0.205, 0.410, 0.209, 0.222], "e_tot_ha": -265.52067, "smiles": "Nc1cc[nH]c1", "homo_energy_ha": -0.28230, "lumo_energy_ev": 1.1, "largest_force_ha_per_bohr": 0.00456}